{
  "formula": "C33H59Br2ClN5O2P2",
  "method": "the ωB97M-V functional and the def2-TZVPD basis",
  "elements": ["C", "C", "C", "Cl", "P", "C", "O", "C", "C", "O", "C", "Br", "C", "C", "Br", "P", "C", "C", "C", "C", "H", "H", "H", "H", "H", "H", "H", "H", "H", "H", "H", "H", "H", "H", "H", "H", "H", "H", "H", "H", "H", "H", "H", "H", "C", "C", "C", "C", "N", "H", "H", "H", "H", "H", "H", "H", "C", "C", "C", "C", "N", "H", "H", "H", "H", "H", "H", "H", "C", "C", "C", "C", "N", "H", "H", "H", "H", "H", "H", "H", "C", "C", "C", "C", "N", "H", "H", "H", "H", "H", "H", "H", "C", "C", "C", "C", "N", "H", "H", "H", "H", "H", "H", "H"],
  "xyz": [[3.165080, -3.876898, 0.441291], [2.448744, -4.898009, -0.454047], [0.969245, -4.530315, -0.686515], [-0.164285, -5.847226, -0.299572], [0.542575, -3.764684, -2.331500], [2.064058, -3.242510, -3.197443], [2.832389, -2.411955, -2.342806], [3.366165, -1.307372, -2.956578], [3.736383, -0.194918, -2.036447], [3.534667, -1.285281, -4.144813], [-0.292544, -4.831220, -3.512692], [-1.744498, -4.007135, -4.419233], [0.047179, -6.084026, -3.856924], [-0.654261, -6.974541, -4.827736], [1.610979, -6.856671, -3.137749], [-0.524893, -1.879877, -2.037110], [0.266140, -1.246577, -0.503840], [-0.236203, 0.174786, -0.262849], [-2.277085, -2.191287, -1.549589], [-2.652739, -3.552086, -0.951012], [3.106658, -4.181365, 1.486029], [4.226509, -3.848422, 0.187479], [2.778827, -2.865302, 0.324563], [2.447467, -5.864640, 0.052865], [2.979587, -5.069985, -1.390103], [0.727463, -3.739972, 0.025322], [1.727741, -2.706477, -4.089581], [2.617478, -4.127433, -3.518613], [4.807334, -0.245938, -1.831615], [3.510206, 0.741024, -2.545408], [3.211854, -0.228050, -1.084334], [-0.586778, -8.003472, -4.471532], [-1.705569, -6.715070, -4.923475], [-0.150180, -6.934297, -5.796813], [0.012209, -1.881430, 0.348528], [1.350008, -1.283033, -0.599759], [0.227021, 0.890121, -0.945332], [-0.001911, 0.472304, 0.757841], [-1.316591, 0.265329, -0.376521], [-2.864381, -2.008171, -2.448717], [-2.538874, -1.421911, -0.820095], [-2.278524, -3.640005, 0.069123], [-2.326854, -4.394225, -1.556812], [-3.742504, -3.614431, -0.890303], [1.294814, 3.691623, 1.373482], [0.086890, 4.615846, 1.475055], [-0.914860, 4.165705, 2.544369], [-1.461899, 2.844658, 2.243025], [-1.897392, 1.803649, 2.005160], [1.000400, 2.683474, 1.073817], [2.000829, 4.063637, 0.630752], [1.816383, 3.622005, 2.329721], [-0.416794, 4.680131, 0.508911], [0.417007, 5.623515, 1.726616], [-1.747323, 4.869232, 2.595852], [-0.432559, 4.133260, 3.525077], [-3.117709, 4.176982, 6.863505], [-2.151549, 3.240973, 7.579698], [-0.776053, 3.874834, 7.822873], [-0.130906, 4.244795, 6.563943], [0.345143, 4.539570, 5.558048], [-2.750281, 4.443199, 5.871051], [-4.090137, 3.701466, 6.739104], [-3.264297, 5.098671, 7.428774], [-2.027569, 2.325794, 6.997033], [-2.568358, 2.950616, 8.545009], [-0.118383, 3.183446, 8.350534], [-0.870499, 4.774561, 8.432946], [5.049628, 1.916229, -8.601645], [5.289943, 0.919625, -7.474137], [4.248511, 1.021597, -6.352537], [4.258721, 2.342727, -5.724124], [4.268612, 3.374421, -5.212462], [5.120554, 2.943956, -8.243569], [5.790378, 1.790150, -9.390606], [4.061173, 1.778522, -9.044040], [6.285356, 1.074553, -7.054257], [5.265198, -0.096658, -7.871155], [4.443581, 0.286865, -5.573363], [3.246866, 0.835518, -6.744394], [-2.171852, -1.610763, 3.688238], [-1.244734, -2.582022, 4.411911], [0.149530, -1.992912, 4.662775], [0.802983, -1.645007, 3.403123], [1.258442, -1.363789, 2.383666], [-1.789848, -1.350936, 2.699083], [-3.159909, -2.051745, 3.557361], [-2.290112, -0.682521, 4.248569], [-1.147117, -3.502635, 3.832420], [-1.677025, -2.857957, 5.374335], [0.785538, -2.701428, 5.194382], [0.079307, -1.087798, 5.268329], [-4.469767, 3.185819, -0.277100], [-5.137233, 3.672186, 1.002866], [-5.344688, 5.192582, 1.030227], [-4.068030, 5.899673, 0.937098], [-3.035524, 6.404282, 0.865369], [-3.469611, 3.607482, -0.386970], [-4.369411, 2.100610, -0.264920], [-5.054852, 3.462880, -1.156292], [-4.533375, 3.374157, 1.862475], [-6.111319, 3.193544, 1.115469], [-5.835368, 5.496992, 1.955191], [-5.974706, 5.512801, 0.198749]],
  "atomic_forces_ev_per_a": [[0.357, -0.208, -0.214], [-0.045, -0.193, 0.195], [0.329, -0.054, 0.058], [-0.051, -0.093, -0.047], [-0.025, -0.153, 0.708], [0.167, -0.239, -0.162], [-0.540, 0.281, 0.193], [0.412, 0.039, -0.610], [-0.041, -0.025, 0.343], [-0.277, -0.088, 0.198], [-0.069, -0.426, -0.165], [0.038, 0.014, -0.003], [0.022, 0.330, 0.046], [0.017, -0.197, 0.242], [0.015, -0.002, -0.001], [-0.081, 1.012, -0.733], [-0.260, -0.506, 0.206], [0.161, 0.179, 0.000], [-0.089, -0.755, 0.058], [-0.354, 0.362, 0.105], [-0.192, 0.205, 0.009], [-0.049, 0.020, 0.016], [-0.032, -0.031, 0.096], [0.009, -0.002, -0.100], [-0.058, 0.197, 0.005], [-0.091, -0.002, -0.111], [0.090, 0.005, 0.019], [0.036, 0.054, 0.034], [-0.015, 0.068, -0.086], [0.152, -0.007, 0.006], [-0.015, -0.093, -0.010], [0.011, 0.048, -0.051], [0.063, 0.111, -0.141], [-0.114, 0.076, 0.001], [-0.033, 0.125, 0.000], [-0.012, 0.042, -0.032], [-0.005, -0.068, -0.035], [0.000, -0.028, -0.032], [0.019, 0.005, 0.064], [0.019, 0.070, 0.026], [0.172, 0.154, -0.134], [0.154, -0.182, -0.075], [0.104, -0.012, 0.060], [0.051, -0.018, 0.033], [-0.005, 0.032, -0.008], [0.123, -0.079, -0.088], [0.091, 0.092, -0.108], [-0.234, -0.392, 0.037], [0.112, 0.349, 0.082], [-0.014, -0.013, 0.030], [0.009, 0.002, 0.008], [-0.002, -0.007, 0.006], [-0.041, 0.051, 0.022], [-0.069, 0.021, 0.033], [-0.001, 0.003, 0.016], [-0.087, -0.033, -0.117], [0.005, -0.038, -0.007], [-0.118, 0.045, -0.060], [-0.071, -0.098, -0.016], [0.208, 0.198, -0.366], [-0.120, -0.163, 0.453], [0.027, 0.022, 0.012], [-0.009, 0.008, 0.012], [0.000, 0.009, -0.004], [0.035, -0.015, 0.023], [0.057, -0.007, 0.027], [0.019, 0.027, 0.027], [0.014, 0.012, 0.005], [0.029, -0.017, 0.015], [-0.005, 0.083, -0.127], [0.237, 0.046, -0.125], [-0.110, 0.383, 0.271], [0.013, -0.380, -0.171], [-0.029, 0.000, 0.019], [-0.009, -0.003, -0.011], [-0.006, 0.007, -0.002], [-0.004, -0.029, 0.035], [-0.014, -0.028, 0.062], [-0.068, -0.038, -0.038], [-0.021, 0.000, 0.021], [0.009, -0.087, 0.003], [-0.147, 0.076, -0.092], [-0.056, -0.098, 0.020], [0.124, 0.212, -0.391], [-0.016, -0.197, 0.391], [0.023, 0.055, 0.023], [-0.009, 0.008, 0.014], [0.006, 0.023, -0.026], [0.037, -0.025, 0.032], [0.062, -0.010, 0.031], [0.014, 0.020, 0.023], [0.022, 0.017, -0.002], [-0.011, -0.010, 0.008], [0.058, -0.082, -0.068], [0.004, -0.100, 0.031], [0.412, 0.179, -0.032], [-0.343, -0.186, 0.055], [-0.005, 0.020, 0.000], [0.009, 0.000, 0.011], [-0.001, 0.011, -0.006], [-0.018, 0.013, 0.017], [-0.027, 0.052, 0.031], [-0.025, 0.037, -0.016], [-0.008, 0.008, -0.003]],
  "mulliken_charge": [-1.148, -0.531, 0.669, -0.062, 0.435, -0.948, -0.205, 0.818, -0.956, -0.565, -0.196, -0.012, 0.490, -1.428, 0.015, -0.206, 0.884, -1.523, -0.440, -1.073, 0.397, 0.328, 0.142, 0.676, 0.094, -0.228, 0.438, 0.524, 0.321, 0.338, 0.221, 0.413, 0.481, 0.310, -0.021, -0.213, 0.445, 0.049, 0.423, 0.543, 0.368, 0.201, 0.209, 0.443, -0.955, -0.483, 0.480, 0.140, -0.439, 0.058, 0.393, 0.302, 0.292, 0.388, 0.190, -0.234, -0.983, -0.299, -0.474, 0.245, -0.470, 0.184, 0.329, 0.324, 0.191, 0.308, 0.282, 0.284, -1.165, -0.567, 0.117, 0.227, -0.466, 0.342, 0.342, 0.299, 0.303, 0.346, -0.067, 0.311, -0.759, -0.433, -0.477, 0.284, -0.442, 0.019, 0.367, 0.249, 0.273, 0.326, 0.307, 0.271, -1.027, -0.339, -0.508, 0.331, -0.459, 0.254, 0.212, 0.409, 0.190, 0.347, 0.297, 0.310],
  "spin_multiplicity": 1,
  "charge": 1,
  "orbital_gap_ev": 8.863
}